1.
DFT (ωB97M-V/def2-TZVPD) results for 6 unconnected molecules or ions with the total composition C36H39F40NO7P.

Structure (XYZ):
```
124
Properties=species:S:1:pos:R:3:forces:R:3
C -7.8615 -0.6968 2.5101 0.1795 0.1186 -0.2921
C -6.6314 -0.0510 1.9166 0.5977 0.3007 -0.1845
C -6.3891 -0.1038 0.5298 0.4774 0.3246 0.3935
C -5.2512 0.4880 -0.0289 -0.0132 0.1012 0.7371
C -4.3009 1.1641 0.7725 -0.6289 -0.0510 0.1888
C -3.0719 1.7580 0.1591 -0.1073 -0.1188 0.4284
P -1.8734 0.4385 -0.5631 -0.3906 -0.5753 0.2034
O -1.1586 0.0820 1.0249 -0.3825 0.2648 0.0138
C -1.0905 -1.3031 1.1685 0.4596 0.1040 0.2302
C -0.6989 -1.8756 -0.2233 0.9002 -0.0945 0.1054
C -1.4369 -3.1487 -0.6383 -0.2572 0.0470 -0.1836
N -1.2333 -3.5234 -2.0427 -0.5925 0.2858 0.7038
O -0.7412 -0.8379 -1.1584 -0.6418 0.1723 -0.0999
C -4.5565 1.2237 2.1585 -0.3319 -0.3406 -0.5661
C -5.6962 0.6248 2.7202 0.0201 -0.0785 -0.7288
H -7.7459 -0.8430 3.5829 -0.0570 -0.0220 0.0268
H -8.0444 -1.6637 2.0361 -0.0239 -0.0126 0.1053
H -8.7441 -0.0778 2.3314 -0.0440 -0.0138 0.0939
H -7.0931 -0.6244 -0.1133 0.0259 0.0131 0.0246
H -5.0638 0.4290 -1.0949 -0.0608 -0.0398 -0.0133
H -2.5317 2.3215 0.9256 0.0712 -0.0737 -0.0632
H -3.3408 2.4592 -0.6340 0.0579 -0.1134 -0.1364
H -2.8238 -0.6232 -0.2974 -0.0484 0.0397 -0.0477
H -2.4464 0.5868 -1.9025 0.2637 0.0941 0.0060
H -0.8981 1.4441 -0.7638 0.1930 0.0782 -0.0249
H -2.0047 -1.7442 1.5963 -0.1376 0.0251 -0.2839
H -0.2888 -1.5300 1.8804 -0.0687 0.0027 0.0325
H 0.3687 -2.1590 -0.1369 -0.0693 -0.1100 -0.1120
H -1.0854 -3.9746 -0.0112 0.0168 0.0227 0.0975
H -2.5128 -3.0582 -0.4608 0.0477 0.1028 -0.0115
H -0.2905 -3.2722 -2.3104 -0.3480 0.2435 0.2062
H -1.8581 -2.9763 -2.6160 0.0862 0.3301 -0.0676
H -3.8350 1.7323 2.7893 -0.0320 -0.0527 0.0459
H -5.8594 0.6797 3.7922 0.0181 -0.0105 -0.0192
C 1.3233 -0.5202 -3.7492 -0.0629 -0.3656 0.2756
C 1.0319 0.9849 -3.8025 0.1104 -0.3679 -0.1052
C 0.0018 1.4745 -4.8214 -0.0666 -0.0294 0.0559
F 0.4111 1.2250 -6.0896 0.0877 -0.0410 -0.0528
F -0.1465 2.8115 -4.6900 0.0233 0.0278 -0.0470
F 2.1918 1.6795 -3.9367 -0.0686 0.0366 -0.0353
F 0.4891 1.2592 -2.6057 0.0952 0.4949 0.1434
O 2.5137 -0.9546 -4.4112 0.1352 0.5893 -0.0853
C 2.5338 -1.3649 -5.6947 -0.1068 -0.2363 0.2313
C 3.5408 -0.5830 -6.5510 0.0370 -0.0600 0.0469
F 3.2163 0.7177 -6.6058 -0.1186 0.1227 -0.0021
F 3.5220 -1.0820 -7.8112 0.0127 0.0073 -0.0099
F 1.3213 -1.4038 -6.2615 -0.0343 0.0938 -0.1194
F 3.0078 -2.6515 -5.6893 0.0514 -0.1955 -0.3049
H 1.5045 -0.7211 -2.6949 -0.0373 -0.0342 -0.0134
H 0.4555 -1.1160 -4.0282 -0.0225 0.0968 -0.1185
H -0.9609 0.9893 -4.6448 0.0044 -0.0016 0.0164
H 4.5434 -0.6921 -6.1338 0.0023 -0.0049 0.0125
C 3.3983 -2.1274 2.4611 -0.1378 0.3636 -0.5557
C 4.6253 -2.2692 3.3682 -0.1199 -0.0678 0.1794
C 5.6247 -3.3804 3.0393 0.0426 0.0340 0.0005
F 5.0540 -4.5933 3.1719 0.0252 -0.0193 0.0394
F 6.6601 -3.3050 3.9120 0.0006 -0.0353 -0.0261
F 4.2545 -2.3695 4.6615 0.0021 0.0157 -0.0347
F 5.3412 -1.1118 3.2265 0.0218 0.0221 -0.0525
O 2.1979 -2.7015 2.9142 0.2881 -0.2466 0.7740
C 1.8348 -3.9814 2.6218 -0.0650 0.3973 -0.4049
C 1.5363 -4.7775 3.8951 -0.0484 0.0426 0.0197
F 2.6396 -4.8420 4.6703 0.0180 -0.0186 -0.0133
F 1.1836 -6.0367 3.5522 -0.0164 -0.0346 0.0240
F 2.7384 -4.6167 1.8530 0.0286 -0.0479 0.0260
F 0.6901 -3.8992 1.9192 -0.2069 -0.4136 -0.1068
H 3.1794 -1.0641 2.4398 0.0765 0.0677 0.0064
H 3.6272 -2.4237 1.4357 0.1103 -0.1302 0.0723
H 6.0125 -3.2635 2.0242 -0.0187 -0.0364 -0.0051
H 0.7241 -4.3044 4.4488 0.0007 -0.0044 0.0155
C 5.3293 3.5188 3.3111 0.4438 -0.3226 0.0500
C 5.1828 5.0445 3.2646 -0.1956 0.0045 -0.1285
C 4.6794 5.7467 4.5287 0.0365 0.0208 0.0024
F 3.4230 5.3646 4.8210 0.0052 0.0539 0.0199
F 4.6795 7.0825 4.3095 -0.0221 -0.0011 0.0327
F 4.4385 5.4180 2.2083 0.0504 -0.0061 0.0275
F 6.4502 5.5317 3.0812 0.0762 0.0106 0.0178
O 4.2869 2.7625 2.7447 -0.2797 0.4282 -0.1827
C 3.2159 2.3471 3.4829 0.0533 -0.1861 -0.0538
C 1.8871 2.8482 2.9004 0.0018 -0.0589 -0.0929
F 1.8883 4.1978 2.8903 -0.0136 0.0307 0.0074
F 0.8935 2.4218 3.7009 -0.0603 0.0163 0.0430
F 3.3342 2.6789 4.7805 0.0005 0.0059 0.0778
F 3.1862 0.9941 3.4183 -0.0348 -0.0757 0.1309
H 6.1906 3.3099 2.6783 -0.0052 -0.0014 -0.0129
H 5.5805 3.1795 4.3170 -0.0917 0.1132 0.0484
H 5.3360 5.5301 5.3758 -0.0214 -0.0119 0.0110
H 1.7421 2.4693 1.8872 -0.0539 -0.0161 -0.0011
C 0.5040 -7.1929 -4.5836 -0.4595 -0.0525 -0.3038
C 1.4619 -8.2441 -4.0107 0.1266 0.1424 0.0138
C 1.3252 -8.6019 -2.5280 -0.0327 -0.0243 -0.0105
F 1.6060 -7.5417 -1.7513 0.0314 -0.0402 0.0258
F 2.2114 -9.5866 -2.2425 0.0025 -0.0009 0.0388
F 2.7409 -7.9198 -4.2841 -0.0091 -0.0173 -0.0132
F 1.1739 -9.4070 -4.6755 -0.0316 -0.0607 -0.0235
O 0.9984 -5.8810 -4.7068 0.5135 -0.0960 0.1220
C 0.8531 -4.9709 -3.6947 -0.3316 -0.2100 0.1042
C 2.2078 -4.4240 -3.2394 0.1920 -0.1234 0.0528
F 2.9806 -5.4266 -2.7616 -0.0546 0.0329 0.0019
F 1.9981 -3.5382 -2.2376 0.0270 0.0701 0.0567
F 0.1456 -5.4611 -2.6700 0.7092 -0.6107 -0.3416
F 0.1753 -3.9111 -4.1967 0.1393 0.0222 -0.5247
H 0.3315 -7.5167 -5.6091 0.0120 0.0131 -0.0114
H -0.4583 -7.2205 -4.0712 0.0820 -0.0185 0.1342
H 0.3167 -8.9630 -2.3098 -0.0004 0.0302 0.0166
H 2.7180 -3.9304 -4.0620 -0.0067 -0.0286 0.0214
C -4.3477 8.2457 1.7289 -0.3263 0.4036 0.1225
C -2.8217 8.1692 1.8628 0.0144 -0.2068 0.0301
C -1.9911 8.3106 0.5840 0.0420 0.0612 0.0348
F -2.2421 7.2977 -0.2630 0.0449 0.0071 -0.0245
F -0.6807 8.2815 0.9166 -0.0117 -0.0155 -0.0455
F -2.4610 7.0569 2.5252 -0.0033 0.0462 0.0042
F -2.4669 9.2507 2.6277 -0.0020 0.0641 0.0092
O -5.0466 7.0247 1.7065 0.3832 -0.2809 0.0685
C -5.3169 6.3711 0.5367 -0.2003 0.0500 0.0459
C -4.7188 4.9587 0.5246 -0.1021 -0.0397 0.0988
F -3.3832 5.0374 0.6523 0.0144 0.0171 -0.0582
F -5.0256 4.3927 -0.6600 0.0368 -0.0072 -0.0530
F -4.9297 7.0810 -0.5393 0.0227 0.0049 -0.0585
F -6.6618 6.2291 0.4558 -0.0781 0.0441 -0.0719
H -4.6746 8.7292 2.6484 -0.0054 -0.0119 0.0078
H -4.6354 8.8972 0.9027 0.1248 -0.0596 -0.0710
H -2.2067 9.2631 0.0912 -0.0101 -0.0145 -0.0169
H -5.1365 4.3656 1.3410 0.0351 -0.0794 -0.0332
```
Positions in Å, forces in eV/Å.

The value obtained for the frontier orbital gap is 6.86 eV. The calculation puts the HOMO energy at -4.8 eV. Its charge is -1. The calculation puts the LUMO energy at 0.07563 Eh.

Löwdin population analysis, charges in e, atoms 1 to 99: -0.0756, -0.2981, -0.0569, -0.0522, -0.2950, -0.2993, 0.5707, -0.3319, -0.2741, -0.4319, -0.2204, 0.0044, -0.3492, -0.0453, -0.0612, 0.0653, 0.0699, 0.0715, 0.0995, 0.1039, 0.0658, 0.0633, 0.0303, -0.0155, 0.0050, 0.1072, 0.0899, 0.1195, 0.0986, 0.1076, 0.0251, 0.0697, 0.1041, 0.0951, -0.0220, -0.4502, -0.2943, 0.0810, 0.0953, 0.1243, 0.0961, 0.0512, -0.5531, -0.2891, 0.1088, 0.0897, 0.1636, 0.1004, 0.1404, 0.1415, 0.1726, 0.1723, -0.0418, -0.4382, -0.3058, 0.0976, 0.0879, 0.1377, 0.0949, 0.0543, -0.5513, -0.2793, 0.0973, 0.0968, 0.1525, 0.1485, 0.1312, 0.1520, 0.1719, 0.1762, -0.0500, -0.4436, -0.3107, 0.1014, 0.0941, 0.1456, 0.0911, 0.0560, -0.5367, -0.2791, 0.0989, 0.1117, 0.1503, 0.1323, 0.1488, 0.1474, 0.1707, 0.1819, -0.0490, -0.4408, -0.3086, 0.1038, 0.0906, 0.1381, 0.0898, 0.0578, -0.5483, -0.2682, 0.0982


2.
DFT (ωB97M-V/def2-TZVPD) results for a molecular structure, C36H39GeN2O2PtS in a non-equilibrium geometry.

Structure (XYZ):
```
82
Properties=species:S:1:pos:R:3:forces:R:3
Pt 0.3153 -0.6261 0.6465 -0.0565 1.0025 -0.8320
C -1.7935 -1.0108 3.3920 0.0223 0.0556 -0.0853
C -0.4237 -0.9191 3.9872 0.4113 -0.0482 -0.9617
C -0.2177 -0.8618 5.3643 0.7343 0.0872 0.9054
C 1.0687 -0.7637 5.8505 -0.6053 -0.0628 -0.2853
C 2.1548 -0.7127 4.9505 -0.1491 -0.0285 -0.1953
C 3.4868 -0.5799 5.3696 0.4768 0.0270 0.1312
C 4.5004 -0.5340 4.4349 -0.1826 0.0267 0.6610
C 4.2205 -0.6333 3.0817 -0.3457 -0.0112 -0.1757
C 2.9155 -0.7826 2.6154 0.6062 -0.2768 -0.8061
S 2.6694 -0.9922 0.9104 0.2175 -0.0510 -0.0282
C 1.8522 -0.8084 3.5613 0.1256 0.1743 0.7340
N 0.5836 -0.9087 3.1280 -0.6829 -0.1733 0.7015
H -2.5044 -0.3893 3.9347 -0.0987 0.0202 0.0745
H -2.1490 -2.0417 3.4055 -0.0911 -0.1041 -0.0064
H -1.7268 -0.6855 2.3521 -0.1263 -0.0054 0.0383
H -1.0630 -0.8985 6.0390 -0.0464 0.0196 0.0421
H 1.2575 -0.7247 6.9159 0.0194 0.0354 0.0629
H 3.6996 -0.5137 6.4290 0.0326 0.0216 0.0633
H 5.5282 -0.4244 4.7599 0.0249 0.0020 0.0296
H 5.0239 -0.6116 2.3598 0.0125 0.0168 -0.0870
C 0.2020 1.3297 0.3369 0.4693 0.0580 -0.2392
Ge 0.6007 2.1275 -1.3549 -0.3294 -0.1669 -0.2752
C -0.7269 1.5674 -2.7447 0.3372 0.1775 0.3791
C -0.4984 1.7890 -4.0949 0.1927 0.0596 0.0083
C -1.4337 1.4216 -5.0452 0.0052 0.0184 -0.2876
C -2.6106 0.8025 -4.6598 -0.1432 -0.0590 -0.1495
C -2.8547 0.5766 -3.3166 -0.2069 -0.0526 -0.0654
C -1.9254 0.9760 -2.3740 0.0528 -0.0051 0.3491
C 2.3093 1.4926 -2.1915 -0.4088 0.3206 0.4263
C 3.4248 2.2466 -2.5279 -0.1182 0.2469 0.0457
C 4.5610 1.6548 -3.0527 0.2609 0.0231 -0.1228
C 4.6065 0.2855 -3.2410 0.0711 -0.0505 -0.0287
C 3.5126 -0.4868 -2.8815 0.1618 -0.1319 -0.0959
C 2.3824 0.1143 -2.3653 -0.2967 -0.1382 0.0082
C 0.3164 4.1171 -1.3775 0.2781 -0.5571 0.0552
C 1.2231 5.1022 -1.7391 0.1949 -0.0729 -0.0872
C 0.8833 6.4441 -1.7075 0.0674 0.2613 -0.0480
C -0.3811 6.8329 -1.3038 -0.0056 0.1406 -0.0027
C -1.3010 5.8657 -0.9325 -0.1418 0.1347 0.0271
C -0.9486 4.5303 -0.9723 -0.1465 -0.1865 0.0522
H 0.3394 1.9882 1.1977 -0.1506 0.0940 0.0295
H 0.4315 2.2523 -4.4026 0.0653 0.0254 -0.0959
H -1.2452 1.6123 -6.0938 0.0275 -0.0023 -0.0763
H -3.3370 0.5013 -5.4040 -0.0268 -0.0123 -0.0527
H -3.7743 0.0900 -3.0106 -0.0510 0.0028 0.0558
H -2.1040 0.8091 -1.3231 -0.0385 -0.0426 0.0960
H 3.4271 3.3164 -2.3762 0.0223 0.0561 0.0026
H 5.4200 2.2650 -3.3071 0.0032 0.0186 -0.0148
H 5.4927 -0.1776 -3.6552 0.0545 -0.0353 0.0133
H 3.5567 -1.5633 -2.9857 -0.0400 -0.0524 -0.0171
H 1.5376 -0.4928 -2.0533 0.0251 -0.0496 0.0001
H 2.2170 4.8307 -2.0591 0.0964 0.0073 -0.0329
H 1.6098 7.1916 -2.0031 0.0261 0.0181 0.0040
H -0.6469 7.8817 -1.2782 -0.0197 0.0463 0.0039
H -2.2939 6.1595 -0.6147 -0.0361 -0.0175 0.0153
H -1.6699 3.7763 -0.6837 -0.1151 -0.0432 0.0566
C 0.7670 -4.9290 -0.2823 -0.2696 0.2791 -0.0796
C 0.6269 -3.8906 0.8109 -0.2488 0.6197 -0.1340
C 1.5079 -4.0810 2.0129 -0.2517 0.2965 0.1132
O -0.1242 -2.9255 0.6774 0.5439 -1.6608 0.1312
H 1.8085 -5.2074 -0.4127 0.1615 -0.0526 0.0391
H 0.3794 -4.5343 -1.2186 -0.0338 0.0212 -0.0161
H 0.2056 -5.8286 -0.0248 -0.0022 -0.0561 0.0930
H 1.4904 -5.1082 2.3755 -0.0504 -0.1425 -0.0801
H 1.2025 -3.3963 2.7996 0.0279 0.0172 0.0347
H 2.5312 -3.8285 1.7272 0.0126 0.0434 -0.0574
C -5.2379 -2.6371 -0.3809 0.1015 -0.2083 -0.2012
N -4.2529 -1.6392 -0.0436 -0.2292 0.1048 0.0797
C -4.7086 -0.5196 0.7493 0.1476 0.1702 0.0512
C -2.9321 -1.7318 -0.3727 -0.1088 0.0341 -0.0130
C -2.5421 -2.8643 -1.2850 0.2914 0.1599 0.0432
O -2.1413 -0.9007 0.0350 -0.0942 -0.1397 0.0046
H -6.1789 -2.3729 0.1005 0.0497 -0.0459 -0.0338
H -4.9365 -3.6267 -0.0259 -0.1102 -0.0025 -0.0497
H -5.4076 -2.6887 -1.4610 -0.0567 -0.0688 0.0356
H -5.5711 -0.0465 0.2732 0.0025 -0.0093 0.0199
H -3.8945 0.1984 0.8218 -0.0840 -0.0046 0.0562
H -4.9869 -0.8461 1.7535 -0.0436 0.0513 0.0852
H -3.0686 -2.7869 -2.2340 -0.1256 -0.0214 -0.0764
H -2.7661 -3.8247 -0.8282 -0.0304 -0.1568 0.0076
H -1.4718 -2.7879 -1.4554 -0.0351 0.0111 0.0302
```
Positions in Å, forces in eV/Å.

The value obtained for the frontier orbital gap (spin up / spin down) is 3.79 / 5.23 eV. The spin multiplicity is 3. The calculation puts the HOMO energy (spin up / spin down) at -1.5 / -3.0 eV. Its charge is -1. The calculation puts the LUMO energy (spin up / spin down) at 0.08397 / 0.08380 Eh.

Löwdin charges, unit e, in atom order: 0.5982, -0.0413, -0.3327, -0.0379, -0.0216, -0.1771, -0.0817, -0.1140, -0.1484, -0.6089, 0.5698, -0.2531, 0.0711, 0.0739, 0.0813, 0.0356, 0.1010, 0.1036, 0.0926, 0.0925, 0.0851, -0.4492, 0.8920, -0.2575, -0.1103, -0.1115, -0.1208, -0.1049, -0.1115, -0.2605, -0.1140, -0.1137, -0.1134, -0.1012, -0.1620, -0.2507, -0.1116, -0.1122, -0.1199, -0.1057, -0.1214, -0.0701, 0.0983, 0.0904, 0.0880, 0.0905, 0.0661, 0.0674, 0.0908, 0.0893, 0.0961, 0.0634, 0.0674, 0.0924, 0.0896, 0.0933, 0.0938, -0.0153, -0.4753, -0.0341, -0.0918, 0.0799, 0.0750, 0.0823, 0.0805, 0.0689, 0.0740, -0.0666, -0.1552, -0.0460, -0.4953, 0.0093, -0.0814, 0.0830, 0.0858, 0.0871, 0.0872, 0.0886, 0.0886, 0.0835, 0.0806, 0.0721